# 1
Computed, not measured: 21 unconnected molecules or ions with the total composition H43O21, with ωB97M-V/def2-TZVPD.

Values from the calculation:
* E_LUMO: -3.21 eV
* HOMO: -12.739 eV
* total charge: +1

Structure (XYZ):
```
64
Properties=species:S:1:pos:R:3:forces:R:3
O -3.92597 1.98336 -0.62049 1.2614 3.7189 5.8059
H -4.22420 2.93903 -0.38894 0.1655 -2.8723 -1.6686
H -4.16564 1.63553 -1.40097 -2.0928 -0.8345 -4.4485
O 0.90963 -1.16978 -1.37246 2.5408 2.7611 2.4064
H 0.32604 -1.11125 -2.10001 -0.3705 0.1368 -1.4251
H 1.29464 -0.19602 -1.23487 -1.0988 -2.9839 -0.2718
O 0.52149 -0.84209 4.62159 1.0895 -0.3338 0.8913
H 0.80562 -0.09206 5.16494 -0.1501 -0.5664 0.0593
H -0.40875 -1.05589 4.82155 0.6394 0.5385 0.1956
O 0.03752 -2.05820 0.88301 1.4334 2.4490 -1.3511
H -2.48149 3.85309 -0.84947 0.3703 -0.9999 -1.1667
H 4.39086 -1.88640 -1.07041 2.1468 -0.3874 -0.5106
O 4.63515 1.27926 -0.83365 -1.5191 -3.1164 -1.4963
H 4.24794 0.62953 -1.55294 1.1093 1.7485 2.2661
H 4.79383 2.02625 -1.38337 0.2590 1.3033 -0.5738
O -2.19608 4.10215 -1.73940 0.3003 3.7928 2.7554
H 0.46411 -1.16576 0.70168 -0.1386 -1.9583 0.2719
H -2.16295 3.56140 -2.46669 -0.3742 -2.6521 -1.6797
O 0.79179 4.33759 -1.23445 -0.5316 1.7212 -0.7305
H -0.00427 3.89824 -0.83603 0.5541 1.6765 -0.8436
H 0.65166 5.33201 -1.54001 -0.2709 -3.5049 1.3554
O -2.24985 0.14552 0.50367 2.7571 0.2716 -2.0978
H -1.24927 0.20246 0.38745 -1.2577 0.0710 1.0174
H -2.42185 0.45981 -0.41763 -0.9203 -0.0504 1.1061
O 1.65608 1.58570 0.03357 -0.4327 0.2277 -0.2890
H 2.60673 1.50605 0.00107 1.1623 -0.8307 0.1329
H 1.65064 2.49031 -0.31690 -0.6709 0.4170 -0.1304
O -1.36613 -0.34665 3.33458 -2.0154 3.1861 0.3255
H -0.81225 0.51526 3.41983 -1.6893 -2.0093 -0.6948
H -0.74377 -0.90465 2.96302 1.8848 -1.6742 -1.1203
O -0.62720 -0.52874 -3.17802 0.9142 0.1564 -3.9123
H -0.57291 0.31132 -3.65837 0.1539 -0.3600 -0.1690
H -1.12790 -0.32290 -2.45440 -2.3821 0.7261 2.9528
O 2.53651 4.33967 1.02359 -0.1073 -1.8960 1.8033
H 1.77969 4.37257 1.62860 -0.5141 1.1406 -0.5055
H 2.81327 3.49265 1.45946 0.8261 0.7199 -1.0447
O -2.19207 -4.47946 -0.01039 -0.9587 -0.4352 2.3987
H -2.07011 -4.04191 -0.84588 -0.1673 0.2491 -2.1046
H -1.96507 -3.58395 0.59562 -1.1055 0.1419 0.0444
O -0.06377 -4.19451 -0.78620 -2.0420 1.2894 -3.9146
H 0.53361 -4.43785 -0.18520 4.7309 -2.2402 3.5228
H -1.36119 -5.00445 -0.00245 -0.2487 0.1867 -0.1363
O 2.69150 -4.42312 0.14357 0.0840 0.5052 0.3445
H 2.95818 -3.50062 -0.19082 -0.0336 -1.5952 1.4540
H 0.02993 -3.24790 -0.65289 -0.1809 0.8315 -0.2828
O -1.77639 2.98551 1.22266 -6.8795 14.7836 -8.8680
H 0.27419 -2.34105 1.74262 0.8762 -0.2915 1.4349
O -0.46218 2.09241 3.35470 1.8891 -2.0757 4.2946
H -0.51551 1.86193 4.38445 0.5380 0.9316 -3.0861
H -1.10372 2.75206 3.32442 -1.8956 2.1563 -0.3665
O -2.19343 -3.34162 -2.46597 -2.1518 1.2657 3.2922
H -3.09142 -2.93509 -2.45856 0.7968 -0.4347 0.2243
H -2.04871 -3.42103 -3.35762 1.1347 -0.6201 -3.4673
O 3.46475 -1.89608 -1.10027 -3.3961 -1.0153 -1.4592
H 3.04227 -4.70495 1.03137 -0.1509 1.1902 -1.5761
H 3.07209 -2.37244 -1.92221 1.5400 1.3974 1.9919
O 2.69268 2.01817 -2.79843 -3.2888 -1.2792 -1.4750
H 2.14919 2.48720 -3.49903 1.4077 -0.0465 1.0558
H 2.00855 1.26751 -2.68293 1.9225 1.3781 0.2666
O -2.24120 -2.34723 1.20028 -1.8609 0.8995 -2.5057
H -2.05775 -1.36459 0.80097 -0.8838 -2.4631 1.3069
H -1.86757 -2.42130 2.04555 0.4833 0.3918 1.8118
H -1.39118 2.41479 1.58420 8.8633 -13.9689 8.3256
H -2.68838 2.86121 1.23035 -2.0539 -0.8648 0.2581
```
Positions in Å, forces in eV/Å.

=====

# 2
Computed, not measured: 3 unconnected molecules or ions with the total composition C2H2FNO, with ωB97M-V/def2-TZVPD.

Values from the calculation:
* E_LUMO (spin up / spin down): -0.43 / -0.58 eV
* HOMO (spin up / spin down): -9.631 / -8.612 eV

Structure (XYZ):
```
7
Properties=species:S:1:pos:R:3:forces:R:3
C 1.86919 0.34373 0.48746 -0.2926 -0.1724 -0.6229
C -1.83427 -1.07954 0.20550 -0.0842 0.4376 -0.5826
N 1.04348 -0.37861 0.16700 0.0846 -0.2096 0.3334
O -2.54684 -0.20954 0.01830 0.4652 -1.9874 0.5100
F -1.81111 1.49674 0.00115 0.5437 0.6487 -0.0111
H 2.65332 1.04241 0.62064 0.2114 0.2479 0.3067
H -0.82106 -1.56835 0.28179 -0.9279 1.0352 0.0665
```
Positions in Å, forces in eV/Å.

=====

# 3
Computed, not measured: a molecular structure, CH2NO3PS, with ωB97M-V/def2-TZVPD.

Values from the calculation:
* E_LUMO: 6.40 eV
* HOMO: 0.128 eV
* total charge: -2

Structure (XYZ):
```
9
Properties=species:S:1:pos:R:3:forces:R:3
C -1.00980 -0.25351 -1.04809 3.7020 5.3524 2.4946
N -1.56704 -0.98021 -1.65588 -4.1602 -5.3841 -4.2484
O -1.32742 2.17951 -0.03721 0.9380 -0.4220 -0.7684
O 1.12655 1.49116 -0.72958 -1.3630 -0.2654 0.1856
O -0.33782 0.27734 1.19811 0.6473 0.3042 -0.0780
P -0.23145 1.13830 -0.18964 -1.0118 0.9458 2.3403
S 1.52390 -1.34267 0.14557 1.8198 -1.6167 -1.1887
H 0.24921 -0.61673 0.98809 -0.8496 1.8744 0.2252
H 1.57386 -1.89319 1.32863 0.2774 -0.7885 1.0378
```
Positions in Å, forces in eV/Å.

=====

# 4
Computed, not measured: C2H5N5O in the gas phase, with ωB97M-V/def2-TZVPD.

Values from the calculation:
* E_LUMO: -0.02 eV
* HOMO: -9.390 eV

Structure (XYZ):
```
13
Properties=species:S:1:pos:R:3:forces:R:3
C 2.17011 -0.13792 -0.08479 0.9510 2.7666 -3.0247
C -0.53005 0.52054 0.12098 3.8805 3.8524 1.6776
H 2.02968 0.89020 -0.91720 1.6480 -3.1477 2.1724
H 2.75003 -1.13113 -0.47682 -1.9809 2.6249 0.4839
H 2.78286 0.22542 0.79785 -1.3727 -0.3394 -0.7214
H -3.43796 0.04986 0.05528 3.9142 -1.8582 -2.2128
H -1.52004 2.18094 0.29925 3.6956 -0.6149 -1.3985
N 0.74409 -0.33751 0.07465 -2.0667 1.3003 1.1367
N 0.31145 -1.54800 -0.06991 2.1294 -2.3980 -0.9732
N -0.86100 -1.75887 0.05078 -2.1654 -0.0265 2.2577
N -1.49050 -0.47132 0.65561 0.0811 1.0223 -5.5045
N -0.42116 1.88462 -0.03118 -4.9485 -5.2996 2.0177
O -2.52751 -0.36683 -0.47451 -3.7656 2.1177 4.0891
```
Positions in Å, forces in eV/Å.

=====

# 5
Computed, not measured: 2 unconnected molecules or ions with the total composition C6H12O, with ωB97M-V/def2-TZVPD.

Values from the calculation:
* E_LUMO: 0.92 eV
* HOMO: -9.338 eV

Structure (XYZ):
```
19
Properties=species:S:1:pos:R:3:forces:R:3
C 1.54990 1.00603 0.80738 -0.0424 0.0933 0.0759
C 0.53590 -0.08169 1.02314 -0.2352 0.1295 0.2653
C 1.38368 -1.16387 -1.53437 0.0752 -0.1163 -0.2456
C -0.73260 -0.00947 0.65883 0.1334 0.0021 0.0627
C -1.99684 -0.72682 0.41474 -0.1180 -0.1380 0.0519
C -1.73561 0.66494 -0.16573 0.1765 -0.1075 -0.1791
O -2.43674 1.78865 0.27994 -0.0402 0.0525 0.2969
H 1.70919 1.53033 1.75368 0.1005 0.0698 -0.0733
H 2.52236 0.60978 0.48974 -0.2648 -0.0041 0.0755
H 1.21507 1.73491 0.06158 -0.0223 -0.1233 0.1537
H 0.90404 -1.01213 1.45922 -0.1524 0.2063 0.1504
H 2.26555 -1.33110 -0.90308 -0.3080 0.0560 -0.0952
H 1.60948 -0.38762 -2.26666 0.0583 -0.1800 -0.0976
H 1.11050 -2.09834 -2.01718 0.1423 -0.0235 -0.2418
H 0.53459 -0.83653 -0.94081 0.4260 -0.2168 -0.3266
H -1.99835 -1.57628 -0.26993 0.0148 0.1451 0.1057
H -2.72770 -0.79921 1.21825 0.1176 0.0783 -0.0787
H -1.57965 0.71275 -1.24498 0.0466 0.0048 0.2229
H -2.13276 1.97566 1.17623 -0.1077 0.0718 -0.1229
```
Positions in Å, forces in eV/Å.

=====

# 6
Computed, not measured: 8 unconnected molecules or ions with the total composition C64H55O16PS, with ωB97M-V/def2-TZVPD.

Values from the calculation:
* E_LUMO: -2.14 eV
* HOMO: -8.521 eV

Structure (XYZ):
```
137
Properties=species:S:1:pos:R:3:forces:R:3
C -3.05698 1.74059 -3.16311 -0.2431 -0.5864 0.2530
C -2.32568 0.90949 -3.61241 -0.2364 -0.1945 0.0978
C -1.42598 -0.15146 -4.02622 -0.2964 -0.7014 0.1645
C -0.42623 -0.45240 -2.92905 -0.5698 -0.0612 -0.2948
C 0.82545 0.12173 -3.06110 0.4574 0.1192 -0.1304
C 1.24251 1.00259 -4.20655 -0.2074 0.0530 0.0085
C 0.34924 2.20317 -4.48810 0.2974 0.3917 0.0763
C 0.11743 3.07733 -3.26774 -0.6017 1.0134 -0.1025
C -0.49705 4.42540 -3.69832 0.2719 -0.5814 -0.7339
C -1.95599 4.31989 -4.15879 -0.2326 1.0146 0.0971
C -3.01986 4.87064 -3.18194 -0.0474 -1.0123 0.2286
C -2.63577 4.84970 -1.70383 0.1900 0.6766 -0.6076
C -3.83816 4.99102 -0.77944 1.1665 -0.2916 0.2530
C -3.34487 5.13923 0.66657 -0.4301 -0.0767 -1.1207
C 1.76611 -0.13457 -2.09473 0.2503 -0.1297 -0.0772
C 1.50609 -0.94343 -1.01778 0.5245 0.0705 1.0538
P 2.93958 -1.17207 0.09080 -0.0898 -1.2049 -0.3454
S 3.91328 -2.80249 -0.34893 0.0789 0.1322 0.0576
C 0.25771 -1.52736 -0.85083 0.0925 0.3582 -0.5277
C -0.72422 -1.26424 -1.82673 -0.0676 -0.1941 0.1777
C -2.07295 -1.88758 -1.63351 -0.3015 0.1534 -0.2545
O -3.04780 -1.63173 -2.30919 0.0793 0.1417 -0.2700
C -2.25613 -2.85339 -0.53969 0.3375 -0.1382 0.3810
C -1.30933 -3.08652 0.35719 -0.4306 -0.1370 -0.0640
C -0.01169 -2.41508 0.30016 -0.1060 -0.2878 0.1074
O 0.79285 -2.63262 1.18348 0.2923 0.2103 0.0090
H -3.74489 2.42575 -2.74556 -0.0946 0.1885 0.0529
H -2.02424 -1.03469 -4.20940 -0.1760 -0.1918 -0.0806
H -0.92036 0.08259 -4.95476 0.1067 0.0015 -0.0303
H 1.40590 0.40107 -5.09949 -0.1542 -0.1213 -0.2029
H 2.21763 1.40459 -3.95204 0.2516 0.0163 0.0371
H -0.61263 1.95555 -4.92491 0.0683 -0.0082 -0.0727
H 0.86291 2.81013 -5.23129 0.1130 0.0774 -0.1887
H -0.60482 2.61911 -2.59732 0.2750 -0.3164 0.3264
H 1.03743 3.31328 -2.73708 0.2420 -0.3802 0.1250
H -0.33961 5.18976 -2.94697 -0.1662 0.0850 0.2689
H 0.08578 4.74473 -4.56213 0.1902 0.2311 -0.0581
H -2.05302 4.88522 -5.08219 -0.0552 0.0931 -0.2215
H -2.23015 3.30191 -4.41626 0.3118 0.0620 -0.0264
H -3.89827 4.22935 -3.27977 0.9336 0.8540 0.0564
H -3.36226 5.85886 -3.47597 0.0946 0.3171 0.0209
H -2.05251 3.95546 -1.49012 -0.0782 -0.2741 0.2098
H -1.95733 5.68478 -1.52697 0.1620 0.1072 0.2613
H -4.38585 5.87605 -1.09008 -0.4413 -0.0170 -0.0339
H -4.42679 4.08338 -0.88359 -0.5354 0.0935 -0.0385
H -2.78721 4.24175 0.91705 -0.0076 -0.1283 0.4004
H -2.65523 5.97153 0.69214 0.0816 0.2617 0.3532
H -4.18821 5.30235 1.32858 0.0907 -0.0242 0.4186
H 2.74892 0.29690 -2.19898 0.1527 0.1554 0.0140
H 3.68964 -0.00229 -0.10969 -0.2203 0.1336 0.0924
H 2.46103 -1.13794 1.40216 0.1355 0.5257 0.0243
H -3.21409 -3.33974 -0.46855 -0.2339 0.0139 -0.1788
H -1.46934 -3.77212 1.17146 0.1119 -0.1134 0.2185
C 7.91214 -4.40808 3.60080 0.0264 -0.0453 0.0359
C 7.62914 -5.37099 4.47353 0.0455 0.0248 -0.0192
C 6.27573 -5.97576 4.54081 -0.0297 -0.0231 -0.0056
O 6.01806 -6.85346 5.33772 0.0155 -0.0186 0.0024
C 5.25208 -5.46700 3.59537 0.0208 0.0355 -0.0312
C 5.53075 -4.50417 2.71931 -0.0582 -0.0255 0.0031
C 6.88694 -3.89713 2.65351 -0.0226 -0.0259 0.0032
O 7.15209 -3.02105 1.86090 0.0225 0.0329 0.0121
H 8.89352 -3.95538 3.53715 -0.0079 0.0113 -0.0475
H 8.36395 -5.75620 5.16926 -0.0256 -0.0274 0.0141
H 4.27243 -5.92343 3.66079 0.0072 -0.0189 0.0221
H 4.79301 -4.12334 2.02155 0.0717 0.0540 -0.0370
C -1.77406 4.59080 6.03657 -0.1103 0.0369 0.0484
C -1.39892 5.06756 4.85356 -0.4947 0.6096 -0.3435
C -2.25449 6.01409 4.09993 -0.1606 -0.0416 0.2470
O -1.91717 6.44950 3.01750 0.1503 0.0715 -0.0139
C -3.54424 6.41172 4.70914 -0.0995 0.0429 -0.0537
C -3.92390 5.93782 5.89275 0.0358 -0.0165 -0.0237
C -3.06797 4.99020 6.65157 0.0831 0.0073 -0.0669
O -3.40959 4.55672 7.73038 -0.0431 -0.0248 0.0668
H -1.16244 3.89818 6.60124 -0.0319 0.0329 -0.0095
H -0.46154 4.79109 4.39127 -0.8867 0.8928 0.2269
H -4.15079 7.10208 4.13772 -0.0320 0.0428 0.0482
H -4.86302 6.21521 6.35439 0.0034 -0.0085 0.0232
C -8.29115 1.57390 -4.19377 0.0222 0.0127 0.0417
C -7.30483 2.20357 -3.56214 -0.0049 -0.0236 0.0033
C -6.31277 3.01746 -4.30547 -0.2192 -0.1660 -0.1074
O -5.41049 3.59023 -3.73123 -1.2602 -0.4378 -0.3205
C -6.45979 3.10463 -5.77832 0.0018 0.0148 -0.0281
C -7.44568 2.47529 -6.41124 0.0415 0.0269 0.0097
C -8.44093 1.66029 -5.66900 -0.0283 -0.0227 -0.0180
O -9.34027 1.08848 -6.24390 0.0076 0.0067 0.0044
H -9.02564 0.97409 -3.67192 -0.0168 -0.0092 -0.0325
H -7.17758 2.15370 -2.48823 0.0320 0.0166 0.0012
H -5.72355 3.70383 -6.29876 0.0240 0.0070 0.0328
H -7.57126 2.52457 -7.48518 -0.0296 -0.0232 0.0011
C 7.65312 -9.26287 1.39000 -0.0155 0.1213 0.0521
C 8.61547 -8.53616 1.95261 -0.0353 0.0024 -0.0282
C 9.44961 -7.60677 1.15198 0.0087 -0.0086 0.0484
O 10.32689 -6.94546 1.66448 0.0032 0.0326 0.0011
C 9.16896 -7.51580 -0.30397 -0.0104 -0.0024 -0.0387
C 8.20795 -8.24147 -0.86798 0.0165 0.0201 -0.0178
C 7.37547 -9.17052 -0.06429 0.0095 0.0192 0.0283
O 6.49636 -9.83085 -0.58071 0.0500 0.0603 -0.0503
H 7.03640 -9.94649 1.95517 0.0094 -0.0557 -0.0268
H 8.83354 -8.58775 3.01199 0.0214 0.0235 -0.0009
H 9.78737 -6.83061 -0.86962 0.0156 0.0144 0.0326
H 7.98692 -8.19058 -1.92655 -0.0302 -0.0193 0.0055
C 1.55935 3.99360 2.80044 -0.0480 0.0158 0.0371
C 1.80562 3.56194 1.56702 -0.0057 0.0259 0.0094
C 1.34260 2.22744 1.11432 -0.0514 0.0201 -0.0479
O 1.56555 1.83081 -0.01155 0.0422 0.1504 0.2085
C 0.59316 1.39246 2.08641 -0.0172 -0.0157 -0.0061
C 0.34698 1.82347 3.32010 -0.0260 0.0435 0.0173
C 0.80989 3.15892 3.77382 0.5274 -0.5439 -0.2328
O 0.58117 3.55606 4.89594 1.2302 -1.1143 0.1157
H 1.88808 4.96373 3.15193 -0.0176 -0.0019 0.0164
H 2.34812 4.15438 0.84130 -0.0069 -0.0236 -0.0209
H 0.26256 0.42271 1.73402 0.0146 -0.0045 -0.0265
H -0.19738 1.23146 4.04474 0.0003 0.0194 0.0254
C 3.90874 -14.43937 2.05867 0.0205 0.0100 0.0360
C 4.87054 -13.71438 2.62202 -0.0195 -0.0242 0.0226
C 5.70353 -12.78653 1.81733 -0.0167 -0.0070 -0.0266
O 6.58269 -12.12672 2.33365 -0.0339 -0.0706 0.0438
C 5.42533 -12.69470 0.36317 -0.0058 -0.1171 -0.0504
C 4.46230 -13.42082 -0.19908 0.0252 0.0096 0.0556
C 3.62746 -14.34928 0.60244 -0.0152 0.0135 -0.0301
O 2.74901 -15.01025 0.09263 -0.0108 -0.0167 0.0040
H 3.28917 -15.12289 2.62510 -0.0209 -0.0092 -0.0321
H 5.09148 -13.76384 3.68074 0.0271 0.0268 -0.0049
H 6.04158 -12.01030 -0.20150 -0.0103 0.0607 0.0314
H 4.24165 -13.37002 -1.25754 -0.0226 -0.0221 0.0004
C -7.36642 9.67098 2.29664 -0.0366 0.0269 -0.0045
C -7.73245 10.03364 1.07056 0.0060 -0.0107 0.0439
C -6.87229 9.74868 -0.10726 0.0182 -0.0077 -0.0042
O -7.20586 10.08066 -1.22294 -0.0200 0.0090 -0.0245
C -5.58893 9.04218 0.13655 0.0140 -0.0188 0.0224
C -5.22256 8.67977 1.36265 0.0303 -0.0219 -0.0214
C -6.08429 8.96581 2.53740 0.0846 -0.0348 -0.0637
O -5.74763 8.62982 3.65387 -0.0874 0.0270 0.0365
H -7.97713 9.86862 3.16835 0.0243 -0.0150 0.0212
H -8.66352 10.54834 0.87091 0.0071 0.0028 -0.0393
H -4.97770 8.84327 -0.73463 -0.0214 0.0136 -0.0231
H -4.29025 8.16349 1.56265 -0.0068 -0.0043 0.0322
```
Positions in Å, forces in eV/Å.